Record 1
52
Properties=species:S:1:pos:R:3 method="wB97M-V/def2-TZVPD" homo_ha="-0.06046 / -0.06008" spin_multiplicity=2 e_above_lowest_kj_mol=0.0 molar_mass_g_mol=923.2 total_charge=-2 gap_ev="5.4 / 4.8" lumo_ev="3.799 / 3.117"
Cu 7.208 -12.871 6.066
C 8.452 -12.783 7.542
Si 7.753 -13.106 9.240
C 6.276 -14.356 9.399
N 5.362 -14.347 8.286
C 4.277 -13.381 8.353
C 3.306 -13.423 7.238
C 3.258 -14.771 6.556
C 4.581 -15.446 6.251
C 5.693 -15.296 7.252
C 7.208 -11.502 10.053
C 7.038 -10.355 9.267
C 6.948 -9.073 9.812
C 6.870 -8.992 11.194
C 6.725 -10.123 11.973
C 6.896 -11.387 11.438
C 9.180 -13.860 10.249
C 9.722 -15.116 9.940
C 10.593 -15.699 10.793
C 10.945 -15.066 11.981
C 10.403 -13.806 12.282
C 9.531 -13.177 11.394
H 9.306 -13.451 7.346
H 8.747 -11.747 7.443
H 5.791 -14.081 10.348
H 6.709 -15.361 9.472
H 4.785 -12.398 8.344
H 3.757 -13.494 9.293
H 3.558 -12.588 6.594
H 2.327 -13.190 7.624
H 2.616 -14.782 5.634
H 2.691 -15.448 7.211
H 5.020 -15.068 5.312
H 4.414 -16.497 6.081
H 6.697 -15.024 6.831
H 5.885 -16.267 7.725
H 7.144 -10.516 8.179
H 6.983 -8.219 9.150
H 6.856 -8.058 11.748
H 6.518 -10.044 13.062
H 6.869 -12.278 12.077
H 9.470 -15.534 8.962
H 10.915 -16.725 10.561
H 11.687 -15.553 12.640
H 10.691 -13.311 13.205
H 9.222 -12.117 11.548
Se 7.648 -8.983 6.292
Sb 5.544 -9.982 5.452
Se 5.032 -8.514 3.584
Se 3.728 -9.248 6.904
Se 5.291 -12.423 4.565
Te 6.793 -14.115 3.285

---

Record 2
139
Properties=species:S:1:pos:R:3 method="wB97M-V/def2-TZVPD" homo_ha=-0.16103 spin_multiplicity=1 molar_mass_g_mol=1061.1 total_charge=-1 gap_ev=6.2 lumo_ev=1.850
C 1.523 -0.414 0.178
C 1.123 0.903 -0.476
N -0.313 1.102 -0.417
P -1.215 0.203 -1.720
O -1.666 -1.073 -0.579
C -2.707 -0.651 0.249
C -3.571 0.218 -0.649
C -4.752 0.909 0.006
C -5.946 0.008 0.251
C -6.678 -0.386 -1.028
O -6.833 0.739 1.119
O -2.668 1.125 -1.209
H 1.511 -0.338 1.267
H 0.853 -1.213 -0.132
H 2.537 -0.690 -0.128
H 1.504 0.925 -1.515
H 1.627 1.722 0.050
H -0.518 2.077 -0.606
H -0.062 -0.563 -2.088
H -0.881 1.247 -2.681
H -2.025 -0.446 -2.725
H -2.308 -0.025 1.067
H -3.236 -1.502 0.697
H -3.936 -0.462 -1.444
H -4.444 1.353 0.957
H -5.057 1.739 -0.641
H -5.615 -0.900 0.768
H -7.350 0.423 -1.318
H -7.281 -1.286 -0.880
H -5.983 -0.583 -1.843
H -7.498 0.132 1.459
F 2.584 -2.232 -2.302
C 2.939 -3.360 -1.661
C 1.953 -4.087 -1.022
C 2.322 -5.248 -0.358
C 3.650 -5.657 -0.338
C 4.618 -4.899 -0.984
C 4.267 -3.736 -1.655
H 0.931 -3.732 -1.046
H 1.573 -5.836 0.150
H 3.927 -6.563 0.186
H 5.655 -5.210 -0.967
H 5.002 -3.132 -2.168
F -3.416 5.927 -2.402
C -3.446 5.489 -1.119
C -2.923 4.246 -0.830
C -3.002 3.801 0.481
C -3.571 4.594 1.469
C -4.078 5.845 1.145
C -4.027 6.303 -0.166
H -2.503 3.613 -1.601
H -2.621 2.813 0.710
H -3.632 4.230 2.487
H -4.537 6.466 1.905
H -4.433 7.263 -0.453
F -6.880 6.781 2.931
C -7.734 5.738 2.781
C -8.828 5.670 3.620
C -9.707 4.607 3.466
C -9.476 3.642 2.495
C -8.363 3.739 1.671
C -7.478 4.800 1.803
H -8.979 6.435 4.369
H -10.574 4.535 4.110
H -10.161 2.812 2.379
H -8.174 2.975 0.932
H -6.610 4.895 1.164
F 7.093 -4.027 -3.172
C 8.237 -4.471 -2.612
C 8.699 -5.727 -2.953
C 9.870 -6.177 -2.360
C 10.551 -5.383 -1.448
C 10.057 -4.126 -1.127
C 8.889 -3.655 -1.710
H 8.145 -6.327 -3.661
H 10.250 -7.158 -2.614
H 11.462 -5.737 -0.986
H 10.585 -3.508 -0.414
H 8.481 -2.682 -1.475
F 1.028 -7.613 1.386
C -0.246 -8.015 1.174
C -0.723 -8.029 -0.121
C -2.034 -8.433 -0.330
C -2.834 -8.811 0.739
C -2.322 -8.784 2.029
C -1.014 -8.382 2.259
H -0.082 -7.720 -0.935
H -2.432 -8.444 -1.336
H -3.857 -9.119 0.568
H -2.945 -9.071 2.866
H -0.591 -8.346 3.253
F 0.064 6.994 7.285
C -0.333 6.930 5.992
C 0.629 6.951 5.003
C 0.212 6.885 3.681
C -1.138 6.802 3.370
C -2.079 6.781 4.390
C -1.682 6.844 5.718
H 1.674 7.015 5.272
H 0.950 6.892 2.889
H -1.460 6.746 2.339
H -3.133 6.713 4.150
H -2.396 6.825 6.530
F 3.482 3.436 -5.902
C 3.888 2.294 -5.297
C 2.952 1.513 -4.651
C 3.384 0.345 -4.037
C 4.725 -0.015 -4.078
C 5.641 0.793 -4.736
C 5.227 1.963 -5.357
H 1.914 1.815 -4.620
H 2.666 -0.282 -3.529
H 5.050 -0.928 -3.597
H 6.687 0.514 -4.769
H 5.917 2.612 -5.878
F -9.549 2.832 -1.467
C -8.578 3.421 -2.205
C -7.263 3.254 -1.824
C -6.272 3.851 -2.592
C -6.610 4.604 -3.709
C -7.943 4.758 -4.062
C -8.946 4.162 -3.309
H -7.017 2.662 -0.953
H -5.234 3.723 -2.317
H -5.831 5.069 -4.298
H -8.210 5.345 -4.932
H -9.992 4.262 -3.565
F 12.983 -4.302 0.982
C 12.406 -4.335 2.205
C 12.799 -5.311 3.097
C 12.194 -5.338 4.346
C 11.219 -4.408 4.678
C 10.844 -3.441 3.756
C 11.443 -3.395 2.506
H 13.558 -6.027 2.812
H 12.488 -6.094 5.062
H 10.749 -4.440 5.652
H 10.078 -2.718 4.006
H 11.171 -2.649 1.772

---

Record 3
31
Properties=species:S:1:pos:R:3 method="wB97M-V/def2-TZVPD" homo_ha=-0.49534 spin_multiplicity=1 molar_mass_g_mol=231.2 total_charge=+1 gap_ev=10.8 lumo_ev=-2.728
O -4.885 -0.666 3.313
P -3.692 -0.269 2.441
N -2.241 -0.066 3.509
F -1.366 -1.047 3.050
C -1.651 1.237 3.056
O -0.603 1.319 2.394
O -2.389 2.401 3.388
H -3.403 -1.278 1.448
H -3.921 1.007 1.798
H -2.584 2.792 2.503
C 2.068 -1.432 -0.602
N 1.777 -0.316 -1.587
C 2.470 -0.646 -2.890
C 2.332 0.979 -1.053
C 0.274 -0.206 -1.873
C -0.586 0.172 -0.671
O -0.473 -0.798 0.358
H 3.139 -1.642 -0.637
H 1.811 -1.104 0.402
H 1.503 -2.314 -0.897
H 3.542 -0.721 -2.703
H 2.265 0.152 -3.602
H 2.081 -1.597 -3.255
H 1.887 1.184 -0.080
H 2.095 1.774 -1.761
H 3.413 0.871 -0.948
H -0.031 -1.180 -2.261
H 0.158 0.543 -2.659
H -1.633 0.216 -0.987
H -0.313 1.153 -0.273
H -1.047 -0.517 1.078

---

Record 4
14
Properties=species:S:1:pos:R:3 method="wB97M-V/def2-TZVPD" homo_ha=-0.31869 spin_multiplicity=1 e_above_lowest_kj_mol=420.8 molar_mass_g_mol=97.1 total_charge=0 gap_ev=9.1 lumo_ev=0.437
C -0.185 -0.838 0.302
C 0.216 0.257 -1.743
C -1.024 0.212 0.940
C -0.910 0.582 2.206
O 0.295 -0.336 -2.926
N 2.052 0.202 -0.209
C 0.941 -0.200 -0.662
H -0.159 0.197 -3.601
H 2.628 0.693 -0.891
H -0.802 -1.558 -0.241
H 0.433 -1.358 1.033
H -1.727 0.708 0.281
H -1.570 1.314 2.647
H -0.190 0.124 2.864

---

What did we get for electronic energy? Answer: -349317.273 -105674.446 -29664.598 -8831.842 eV, in the order shown.